Entry 1:
A structure of composition C43H41FeN4OPS. Source: the OMol25 dataset; level of theory: wB97M-V/def2-TZVPD.

CARTESIAN COORDINATES (ANGSTROEM)
Fe1 0.025 -0.742 0.005
C1 -2.939 -1.198 0.474
C2 -2.787 0.238 0.918
N1 -1.458 0.429 1.525
C3 -1.360 -0.025 2.906
C4 -0.865 -1.442 3.018
C5 -0.936 -2.120 4.224
C6 -0.426 -3.402 4.301
C7 0.127 -3.973 3.169
C8 0.156 -3.232 1.999
C9 0.793 -3.791 0.754
N2 0.555 -2.959 -0.418
C10 -0.534 -3.413 -1.296
C11 -1.853 -3.028 -0.679
N3 -1.873 -1.570 -0.487
N4 -0.329 -1.987 1.925
H1 -3.931 -1.362 0.046
H2 -2.843 -1.866 1.331
H3 -3.594 0.503 1.610
H4 -2.851 0.895 0.055
H5 -1.233 1.414 1.492
H6 -2.317 0.066 3.434
H7 -0.646 0.616 3.433
H8 -1.383 -1.642 5.086
H9 -0.452 -3.948 5.235
H10 0.530 -4.976 3.185
H11 0.452 -4.822 0.598
H12 1.868 -3.846 0.935
H13 1.402 -2.912 -0.972
H14 -0.477 -4.489 -1.491
H15 -0.421 -2.895 -2.249
H16 -1.958 -3.503 0.299
H17 -2.696 -3.363 -1.290
H18 -2.042 -1.093 -1.371
C12 2.097 4.168 2.735
C13 1.148 3.768 1.808
C14 1.119 2.450 1.371
C15 2.029 1.519 1.859
C16 2.987 1.935 2.786
C17 3.020 3.249 3.221
P1 2.006 -0.174 1.176
C18 2.658 -1.200 2.524
C19 2.242 -0.990 3.838
C20 2.699 -1.809 4.859
C21 3.560 -2.860 4.575
C22 3.974 -3.081 3.269
C23 3.527 -2.254 2.249
C24 3.286 -0.140 -0.059
C25 4.617 0.119 0.128
C26 5.478 0.173 -0.983
C27 4.979 -0.025 -2.242
C28 3.607 -0.295 -2.460
C29 3.087 -0.481 -3.759
C30 1.762 -0.733 -3.921
C31 0.895 -0.811 -2.801
C32 1.343 -0.655 -1.506
C33 2.738 -0.370 -1.339
H19 2.128 5.195 3.073
H20 0.438 4.483 1.413
H21 0.415 2.150 0.605
H22 3.701 1.226 3.188
H23 3.768 3.559 3.938
H24 1.578 -0.167 4.072
H25 2.388 -1.621 5.878
H26 3.916 -3.500 5.371
H27 4.659 -3.888 3.045
H28 3.877 -2.415 1.235
H29 5.014 0.286 1.123
H30 6.530 0.376 -0.837
H31 5.638 0.023 -3.100
H32 3.751 -0.414 -4.611
H33 1.352 -0.865 -4.915
H34 -0.150 -0.992 -2.994
C34 -7.380 5.146 -5.269
C35 -6.186 4.549 -4.568
O1 -6.193 4.192 -3.424
S1 -4.760 4.410 -5.650
C36 -3.644 3.544 -4.592
C37 -3.282 2.237 -4.891
C38 -2.467 1.526 -4.026
C39 -2.007 2.110 -2.845
C40 -2.334 3.441 -2.579
C41 -3.145 4.151 -3.444
C42 -1.269 1.331 -1.888
C43 -0.654 0.665 -1.079
H35 -7.890 5.821 -4.585
H36 -8.060 4.332 -5.524
H37 -7.103 5.669 -6.183
H38 -3.648 1.774 -5.798
H39 -2.192 0.506 -4.260
H40 -1.948 3.914 -1.686
H41 -3.403 5.179 -3.227

Results
**Total charge**: +1
**Maximum force**: 1.33 eV Å⁻¹
**Energy relative to the best compared isomer or geometry (same formula, charge and spin)**: 0.0 kcal/mol
**E_HOMO (spin up / spin down)**: -9.83 / -9.81 eV
**<S²>**: 0.7865
**E_LUMO (spin up / spin down)**: -0.085 / -0.079 hartree
**Frontier orbital gap (spin up / spin down)**: 7.51 / 7.66 eV
**Spin multiplicity**: 2


Entry 2:
A structure of composition C43H41GeN5O4PTa. Source: the OMol25 dataset; level of theory: wB97M-V/def2-TZVPD.

CARTESIAN COORDINATES (ANGSTROEM)
Ta1 0.269 -0.047 0.071
O1 2.683 0.885 -3.521
C1 1.845 0.795 -2.521
O2 1.644 -0.208 -1.865
C2 1.092 2.025 -2.182
C3 1.024 3.175 -2.931
C4 0.141 4.173 -2.528
C5 -0.634 3.977 -1.395
C6 -0.454 2.814 -0.678
N1 0.391 1.854 -1.060
C7 -1.282 2.414 0.519
O3 -2.296 2.995 0.789
O4 -0.827 1.313 1.108
H1 3.139 0.036 -3.655
H2 1.637 3.270 -3.817
H3 0.039 5.082 -3.105
H4 -1.358 4.705 -1.057
C8 -0.726 -2.515 3.673
C9 -0.966 -3.768 3.125
C10 -1.019 -3.908 1.750
C11 -0.806 -2.803 0.938
N2 -0.509 -1.609 1.484
C12 -0.498 -1.464 2.817
C13 -0.952 -2.786 -0.532
C14 -1.426 -3.885 -1.246
C15 -1.687 -3.774 -2.603
C16 -1.491 -2.560 -3.253
C17 -0.983 -1.477 -2.549
C18 -0.681 -1.570 -1.186
H5 -0.701 -2.360 4.743
H6 -1.125 -4.626 3.766
H7 -1.221 -4.874 1.311
H8 -0.298 -0.466 3.187
H9 -1.591 -4.837 -0.755
H10 -2.044 -4.634 -3.156
H11 -1.702 -2.471 -4.312
H12 -0.810 -0.547 -3.084
C19 -6.583 -0.473 1.197
N3 -6.073 -1.219 -0.051
C20 -6.224 -0.266 -1.246
N4 -5.535 0.949 -1.008
C21 -6.023 1.612 0.202
N5 -5.879 0.745 1.369
C22 -4.474 0.564 1.758
P1 -3.444 -0.242 0.426
C23 -4.637 -1.648 0.122
C24 -4.076 0.798 -1.002
H13 -6.451 -1.136 2.049
H14 -7.644 -0.291 1.029
H15 -6.651 -2.043 -0.214
H16 -7.292 -0.089 -1.368
H17 -5.831 -0.782 -2.120
H18 -7.070 1.881 0.071
H19 -5.443 2.517 0.367
H20 -4.422 -0.051 2.658
H21 -4.036 1.533 1.994
H22 -4.592 -2.334 0.968
H23 -4.330 -2.194 -0.772
H24 -3.756 0.335 -1.938
H25 -3.630 1.790 -0.940
C25 2.057 -0.621 0.729
Ge1 3.157 -0.145 2.278
C26 4.749 0.655 1.505
C27 4.656 1.889 0.853
C28 5.791 2.518 0.357
C29 7.033 1.908 0.492
C30 7.134 0.670 1.112
C31 5.998 0.047 1.618
C32 2.423 1.032 3.646
C33 2.828 2.364 3.766
C34 2.428 3.134 4.853
C35 1.621 2.584 5.839
C36 1.230 1.254 5.748
C37 1.639 0.484 4.667
C38 3.546 -1.825 3.178
C39 2.914 -3.016 2.818
C40 3.172 -4.194 3.509
C41 4.069 -4.194 4.568
C42 4.700 -3.014 4.943
C43 4.435 -1.836 4.257
H26 2.568 -1.412 0.167
H27 3.687 2.367 0.730
H28 5.712 3.483 -0.129
H29 7.921 2.398 0.114
H30 8.099 0.189 1.205
H31 6.089 -0.918 2.106
H32 3.483 2.804 3.023
H33 2.766 4.159 4.940
H34 1.321 3.181 6.690
H35 0.629 0.811 6.534
H36 1.387 -0.571 4.642
H37 2.215 -3.027 1.986
H38 2.679 -5.114 3.216
H39 4.277 -5.113 5.102
H40 5.398 -3.013 5.771
H41 4.923 -0.917 4.567

Results
**Total charge**: +2
**Maximum force**: 3.10 eV Å⁻¹
**Energy relative to the best compared isomer or geometry (same formula, charge and spin)**: 14.8 kcal/mol
**E_HOMO (spin up / spin down)**: -12.41 / -12.41 eV
**E_LUMO (spin up / spin down)**: -0.225 / -0.225 hartree
**Frontier orbital gap (spin up / spin down)**: 6.28 / 6.28 eV


Entry 3:
A structure of composition C43H41N3O7PReS. Source: the OMol25 dataset; level of theory: wB97M-V/def2-TZVPD.

CARTESIAN COORDINATES (ANGSTROEM)
Re1 0.242 -0.645 -1.572
O1 -2.679 2.745 -2.080
C1 -1.921 3.593 -2.825
C2 -2.389 4.857 -3.168
C3 -1.608 5.714 -3.918
C4 -0.343 5.322 -4.348
C5 0.117 4.062 -4.032
C6 -0.657 3.176 -3.266
C7 -0.154 1.822 -2.975
O2 -0.734 1.122 -2.034
N1 0.869 1.372 -3.705
N2 1.123 0.111 -3.297
C8 1.961 -0.640 -3.927
C9 2.005 -2.010 -3.468
C10 2.736 -2.998 -4.106
C11 2.625 -4.307 -3.682
C12 1.777 -4.612 -2.619
C13 1.092 -3.593 -2.010
N3 1.217 -2.308 -2.397
H1 -3.537 3.144 -1.923
H2 -3.381 5.161 -2.844
H3 -1.990 6.696 -4.173
H4 0.272 5.997 -4.929
H5 1.088 3.731 -4.368
H6 2.522 -0.274 -4.781
H7 3.357 -2.726 -4.951
H8 3.183 -5.092 -4.180
H9 1.652 -5.627 -2.266
H10 0.420 -3.782 -1.187
O3 -1.422 -1.890 -3.351
C14 -1.405 -1.801 -2.146
C15 -2.350 -2.414 -1.199
C16 -3.444 -3.137 -1.682
C17 -4.366 -3.647 -0.791
C18 -4.197 -3.418 0.573
C19 -3.100 -2.707 1.039
C20 -2.138 -2.213 0.152
P1 -0.651 -1.152 0.676
C21 -1.729 -0.065 1.670
C22 -1.813 -0.121 3.057
C23 -2.648 0.760 3.735
C24 -3.373 1.717 3.038
C25 -3.276 1.785 1.652
C26 -2.466 0.889 0.965
C27 0.280 -2.563 1.451
C28 -0.215 -3.153 2.753
C29 0.450 -3.927 3.615
C30 1.888 -4.256 3.721
C31 2.886 -3.464 3.331
C32 2.608 -2.137 2.661
H11 -3.556 -3.277 -2.752
H12 -5.226 -4.204 -1.151
H13 -4.938 -3.783 1.277
H14 -3.015 -2.516 2.102
H15 -1.221 -0.842 3.616
H16 -2.731 0.698 4.816
H17 -4.014 2.411 3.573
H18 -3.836 2.534 1.102
H19 -2.399 0.941 -0.118
H20 -1.283 -3.065 2.918
H21 -0.163 -4.392 4.388
H22 2.119 -5.185 4.230
H23 3.918 -3.763 3.498
H24 3.536 -1.686 2.313
C33 -1.343 6.305 2.166
C34 -0.615 5.038 1.786
C35 -0.587 4.592 0.470
C36 0.113 3.446 0.117
C37 0.801 2.753 1.098
C38 0.781 3.168 2.432
C39 0.069 4.302 2.763
S1 1.614 1.238 0.751
O4 1.519 1.022 -0.731
O5 2.941 1.278 1.282
O6 0.759 0.225 1.403
H25 -1.786 6.789 1.295
H26 -0.654 7.011 2.635
H27 -2.137 6.097 2.888
H28 -1.120 5.149 -0.296
H29 0.126 3.098 -0.912
H30 1.326 2.603 3.186
H31 0.040 4.635 3.797
C40 2.034 -1.166 3.743
C41 1.814 -2.493 1.351
O7 2.216 -1.708 0.185
C42 3.508 -2.134 -0.306
C43 4.282 -1.000 -0.943
H32 1.596 -1.715 4.572
H33 1.301 -0.480 3.358
H34 2.859 -0.568 4.140
H35 -0.019 -3.297 0.704
H36 2.103 -3.518 1.133
H37 3.357 -2.957 -1.001
H38 4.087 -2.528 0.526
H39 3.771 -0.593 -1.815
H40 5.264 -1.368 -1.252
H41 4.409 -0.192 -0.229

Results
**Total charge**: +1
**Maximum force**: 2.21 eV Å⁻¹
**Energy relative to the best compared isomer or geometry (same formula, charge and spin)**: 31.3 kcal/mol
**E_HOMO (spin up / spin down)**: -11.00 / -10.99 eV
**<S²>**: 0.9290
**E_LUMO (spin up / spin down)**: -0.154 / -0.171 hartree
**Frontier orbital gap (spin up / spin down)**: 6.82 / 6.33 eV
**Spin multiplicity**: 2


Q: The highest maximum force belongs to which entry?
A: C43H41GeN5O4PTa


Q: Number 3 is which compound?
A: C43H41N3O7PReS